Formula: C22H47Cl2NO2P2Sc
Source: the OMol25 dataset
Level of theory: ωB97M-V with the def2-TZVPD basis set

```
77
C22H47Cl2NO2P2Sc ωB97M-V with the def2-TZVPD basis set
Sc -0.059 -0.214 0.270
Cl -0.654 -0.864 -2.001
P 2.399 -0.689 -1.026
C 2.799 -0.535 -2.857
C 3.967 -0.166 -0.071
C 2.218 -2.569 -0.861
C 2.337 0.816 -3.424
H 2.178 -1.325 -3.298
C 4.273 -0.830 -3.149
H 4.891 0.035 -2.893
H 4.404 -1.023 -4.219
H 4.673 -1.699 -2.617
H 1.254 0.813 -3.584
H 2.836 1.020 -4.380
H 2.564 1.637 -2.729
H 1.362 -2.754 -1.519
C 1.819 -2.930 0.577
C 3.390 -3.454 -1.253
H 3.585 -3.512 -2.323
H 3.200 -4.476 -0.905
H 4.287 -3.105 -0.730
H 1.549 -2.048 1.173
H 2.635 -3.447 1.112
H 0.971 -3.618 0.539
C 4.092 1.348 -0.231
H 4.855 -0.643 -0.508
C 3.871 -0.571 1.403
H 4.306 1.689 -1.251
H 4.858 1.749 0.445
H 3.133 1.789 0.069
H 2.905 -0.286 1.846
H 4.653 -0.051 1.971
H 4.023 -1.645 1.567
Cl 0.991 2.089 0.757
H 0.591 1.178 -0.815
P -2.328 1.367 -0.189
C -3.683 0.161 -0.689
C -2.876 2.274 1.406
C -2.359 2.563 -1.631
C -3.279 -1.214 -0.154
H -3.729 0.162 -1.785
C -5.029 0.478 -0.074
H -4.965 0.275 0.997
H -5.801 -0.193 -0.465
H -5.371 1.503 -0.199
H -2.463 -1.667 -0.710
H -4.107 -1.930 -0.181
H -2.969 -1.140 0.894
H -2.185 1.867 -2.466
C -1.224 3.609 -1.660
C -3.766 3.168 -1.740
H -4.519 2.427 -2.035
H -3.797 3.970 -2.487
H -4.082 3.601 -0.779
H -0.418 3.352 -0.959
H -1.602 4.616 -1.436
H -0.775 3.632 -2.664
C -2.594 1.280 2.544
H -3.939 2.551 1.378
C -2.027 3.515 1.643
H -3.337 0.485 2.662
H -2.538 1.779 3.519
H -1.608 0.811 2.408
H -0.976 3.203 1.571
H -2.176 3.914 2.656
H -2.186 4.334 0.936
O -1.358 -3.237 0.706
C -1.084 -2.698 1.819
C -1.155 -3.300 3.192
C -0.675 -2.216 4.127
C -0.098 -1.107 3.215
O 0.694 -0.210 3.454
N -0.546 -1.407 1.912
H -2.202 -3.626 3.322
H -0.564 -4.238 3.270
H -1.536 -1.871 4.734
H 0.079 -2.553 4.854
```

E ... -93489.05949 eV
Orbital gap ... 4.55 eV
Energy above the lowest of the compared OMol25 structures with the same formula, charge and spin ... 29.75 kcal per mole
Net charge ... -1



Formula: C22H47MnNO4Si2
Source: the OMol25 dataset
Level of theory: ωB97M-V with the def2-TZVPD basis set

```
77
C22H47MnNO4Si2 ωB97M-V with the def2-TZVPD basis set
O -1.425 -2.655 -1.022
O -2.328 -0.802 -2.460
C -0.177 -3.396 -0.991
C 0.442 -3.540 0.386
H 0.429 -2.789 -1.690
H -0.263 -4.391 -1.463
H 0.442 -2.607 0.946
H 1.476 -3.809 0.207
H -0.001 -4.349 0.967
C -2.230 -2.623 0.151
C -3.603 -3.179 -0.030
H -2.262 -1.556 0.375
H -1.774 -3.114 0.984
H -4.180 -2.678 -0.803
H -4.201 -3.072 0.883
H -3.591 -4.250 -0.257
C -3.474 0.299 -2.494
C -2.033 -1.606 -3.678
C -4.424 0.076 -1.348
H -3.958 0.105 -3.461
H -2.929 1.259 -2.459
H -5.030 -0.835 -1.475
H -5.145 0.908 -1.374
H -3.902 0.049 -0.383
C -3.113 -2.671 -3.694
H -1.031 -1.969 -3.420
H -2.053 -0.882 -4.519
H -3.009 -3.273 -2.763
H -2.928 -3.304 -4.586
H -4.117 -2.173 -3.739
H -1.765 -1.067 -1.692
Mn 1.198 1.045 1.093
C 0.033 0.497 -0.427
Si 0.632 1.204 -2.072
H -0.995 0.702 -0.317
H 0.084 -0.612 -0.548
C 1.689 -0.043 -2.989
C 1.608 2.631 -1.487
C -0.543 1.899 -3.328
C 3.027 0.285 0.689
Si 4.132 1.029 1.997
H 3.375 0.394 -0.352
H 2.857 -0.799 0.842
C 4.555 2.771 1.442
C 5.695 0.020 2.222
C 3.223 1.112 3.646
H -0.022 2.636 -3.953
H -1.378 2.474 -2.921
H -0.986 1.238 -4.077
H 2.478 -0.449 -2.347
H 2.198 0.416 -3.847
H 1.157 -0.912 -3.397
H 2.280 2.395 -0.667
H 0.942 3.432 -1.169
H 2.199 2.972 -2.335
H 5.947 -0.503 1.291
H 5.567 -0.731 3.015
H 6.537 0.675 2.487
H 2.484 0.299 3.753
H 2.706 2.075 3.778
H 3.965 1.006 4.454
H 5.486 3.051 1.958
H 3.772 3.502 1.700
H 4.739 2.810 0.355
O -1.334 -1.181 3.239
C -0.562 -0.332 2.827
O 0.447 -0.560 2.017
C -0.661 1.108 3.231
C -1.303 1.541 4.379
C -1.258 2.886 4.739
C -0.553 3.786 3.913
C 0.085 3.313 2.768
N 0.066 1.977 2.478
H -1.821 0.783 4.945
H -1.763 3.246 5.636
H -0.477 4.840 4.168
H 0.647 3.962 2.075
```

E ... -80329.56557 eV
Orbital gap (spin up / spin down) ... 5.14 / 6.99 eV
Energy above the lowest of the compared OMol25 structures with the same formula, charge and spin ... 70.75 kcal per mole
Multiplicity ... 6
Expectation value of S² ... 8.781



Formula: C22H47N3O4Si
Source: the OMol25 dataset
Level of theory: ωB97M-V with the def2-TZVPD basis set

```
77
C22H47N3O4Si ωB97M-V with the def2-TZVPD basis set
C 8.362 -1.031 4.784
C 8.165 0.454 4.194
O 8.643 0.767 3.070
O 7.485 1.463 4.930
C 6.100 1.094 5.226
Si 5.073 0.532 3.699
C 3.467 -0.418 4.122
N 2.373 0.460 4.705
H 9.299 -1.071 5.451
H 7.410 -1.312 5.355
H 8.458 -1.743 3.883
H 5.599 2.064 5.608
H 6.049 0.352 6.108
H 5.855 -0.244 2.727
H 4.652 1.779 3.015
H 3.631 -1.360 4.775
H 3.032 -0.813 3.126
H 2.592 0.673 5.693
H 1.497 -0.094 4.647
C 0.273 -3.744 -1.711
C 0.803 -2.998 -0.461
C -0.218 -1.913 -0.064
C -0.247 -0.755 -1.056
C 1.145 -0.168 -1.258
C 2.251 -1.206 -1.556
N 2.166 -2.433 -0.706
O 2.703 -2.128 0.506
C 2.222 -1.625 -3.044
C 3.615 -0.471 -1.426
C 0.822 -4.104 0.626
H -0.592 -4.362 -1.456
H -0.077 -3.086 -2.503
H 1.036 -4.410 -2.127
H 0.018 -1.519 0.932
H -1.220 -2.345 0.012
H -0.666 -1.074 -2.015
H -0.917 0.025 -0.681
H 1.101 0.572 -2.065
H 1.403 0.391 -0.351
H 2.960 -2.409 -3.241
H 2.471 -0.781 -3.693
H 1.252 -1.977 -3.387
H 3.740 0.010 -0.451
H 3.699 0.325 -2.171
H 4.454 -1.156 -1.580
H 1.522 -4.902 0.356
H -0.167 -4.558 0.736
H 1.098 -3.727 1.613
C -6.299 0.794 -0.556
C -4.830 1.274 -0.673
C -4.758 2.751 -0.239
C -5.410 3.685 -1.254
C -4.825 3.480 -2.646
C -4.762 2.008 -3.115
N -4.300 1.062 -2.054
O -2.944 1.154 -1.988
C -6.141 1.541 -3.635
C -3.876 1.970 -4.391
C -4.090 0.398 0.372
H -6.598 0.714 0.493
H -7.022 1.473 -1.002
H -6.428 -0.195 -1.007
H -3.713 3.054 -0.102
H -5.241 2.886 0.733
H -6.495 3.542 -1.274
H -5.251 4.723 -0.944
H -5.403 4.074 -3.363
H -3.815 3.906 -2.647
H -6.116 0.479 -3.903
H -6.428 2.091 -4.536
H -6.957 1.693 -2.932
H -2.885 2.402 -4.224
H -4.330 2.555 -5.196
H -3.747 0.948 -4.757
H -4.148 -0.661 0.102
H -4.542 0.509 1.362
H -3.037 0.666 0.484
```

E ... -44108.57934 eV
Orbital gap (spin up / spin down) ... 9.49 / 9.07 eV
Energy above the lowest of the compared OMol25 structures with the same formula, charge and spin ... 70.15 kcal per mole
Multiplicity ... 3
Expectation value of S² ... 2.009



Formula: C22H48AsCl2CsN5O3S2Si3
Source: the OMol25 dataset
Level of theory: ωB97M-V with the def2-TZVPD basis set

```
87
C22H48AsCl2CsN5O3S2Si3 ωB97M-V with the def2-TZVPD basis set
Cs 0.147 -0.197 0.078
N 4.783 0.858 2.110
C 3.603 0.142 2.068
S 3.438 -1.023 0.816
N 2.774 0.435 3.040
N 1.496 -0.014 2.921
C 0.922 -0.266 4.032
C -0.494 -0.648 4.143
C -0.973 -1.012 5.405
C -2.302 -1.354 5.560
C -3.132 -1.319 4.450
C -2.572 -0.946 3.237
N -1.296 -0.622 3.069
H 5.568 0.399 1.682
H 4.960 1.333 2.983
H 1.484 -0.182 4.964
H -0.293 -1.020 6.247
H -2.687 -1.638 6.531
H -4.182 -1.567 4.517
H -3.192 -0.898 2.349
N -4.325 -0.561 -0.475
C -4.749 0.791 -0.096
C -3.654 1.717 0.446
C -2.578 2.035 -0.603
O -2.290 3.224 -0.813
O -2.063 1.025 -1.169
H -4.048 -1.070 0.358
H -3.461 -0.439 -1.004
H -5.560 0.711 0.634
H -5.181 1.259 -0.986
H -3.157 1.245 1.302
H -4.099 2.651 0.794
Cl 1.805 -4.803 -1.449
C 2.440 -3.185 -1.780
Cl 3.061 -3.074 -3.442
H 3.248 -2.970 -1.091
H 1.621 -2.482 -1.671
C -0.977 5.017 -3.018
Si 0.294 3.802 -3.635
C -0.550 2.269 -4.287
C 1.270 4.624 -5.022
As 1.658 3.028 -1.889
Si 3.660 2.304 -2.849
C 3.221 0.672 -3.659
C 4.449 3.433 -4.130
C 4.922 1.987 -1.505
Si 2.186 4.899 -0.606
C 3.540 4.478 0.621
C 0.645 5.308 0.376
C 2.734 6.373 -1.637
H -1.686 5.215 -3.829
H -0.538 5.970 -2.713
H -1.533 4.571 -2.193
H -1.266 2.518 -5.076
H -1.080 1.780 -3.462
H 0.184 1.571 -4.701
H 0.582 5.152 -5.689
H 1.821 3.892 -5.617
H 1.986 5.349 -4.631
H 2.443 0.797 -4.417
H 2.845 -0.021 -2.903
H 4.088 0.203 -4.132
H 3.862 3.464 -5.048
H 5.452 3.073 -4.379
H 4.540 4.455 -3.757
H 4.481 1.477 -0.647
H 5.384 2.914 -1.161
H 5.712 1.345 -1.905
H 3.414 3.472 1.028
H 3.485 5.186 1.454
H 4.540 4.541 0.190
H 0.598 4.639 1.238
H -0.273 5.153 -0.190
H 0.662 6.336 0.748
H 3.604 6.111 -2.243
H 3.001 7.226 -1.007
H 1.938 6.687 -2.316
C -2.214 -3.660 -3.499
S -1.746 -2.013 -2.965
C -0.508 -1.718 -4.227
O -0.977 -2.209 -1.696
H -1.329 -4.297 -3.488
H -2.656 -3.605 -4.494
H -2.952 -4.023 -2.787
H -0.980 -1.659 -5.207
H 0.235 -2.516 -4.187
H -0.049 -0.761 -3.985
```

E ... -168927.19251 eV
Orbital gap ... 6.73 eV
Energy above the lowest of the compared OMol25 structures with the same formula, charge and spin ... 7.32 kcal per mole
Net charge ... -1



Formula: C22H48BN4O8PS
Source: the OMol25 dataset
Level of theory: ωB97M-V with the def2-TZVPD basis set

```
85
C22H48BN4O8PS ωB97M-V with the def2-TZVPD basis set
C 2.622 4.504 0.765
C 1.816 3.340 0.859
C 0.566 3.235 -0.132
C -0.546 2.166 0.289
C -2.008 2.781 0.090
C -2.222 4.220 0.814
N -2.097 5.361 -0.177
N -1.372 4.467 1.985
N -3.665 4.304 1.311
C -0.333 0.637 -0.297
P -2.002 0.217 -1.183
O -2.153 -1.210 -1.711
C -0.353 -0.427 0.924
C -0.037 -1.936 0.600
C 0.423 -0.038 2.263
C 1.231 -1.136 3.058
C 0.331 -2.068 4.038
C 0.825 0.512 -1.370
C 0.764 -0.689 -2.459
O 1.321 -1.937 -2.031
C 1.331 -2.878 -3.117
C 0.070 -3.860 -3.140
O -0.303 -4.354 -1.832
C -1.729 -4.609 -1.828
C -2.293 -4.879 -0.359
O -2.586 -3.643 0.357
C -2.647 -3.982 1.773
C -3.206 -2.750 2.634
B 2.365 0.354 -0.884
O 2.857 -0.178 0.356
N 3.475 0.696 -1.869
C 4.580 1.392 -1.095
C 4.139 -0.561 -2.368
O 0.593 1.599 -2.355
S 1.093 3.078 -1.933
O 2.503 3.489 -2.180
O 0.246 4.059 -2.729
H 2.293 5.457 0.254
H 3.691 4.479 1.168
H 2.099 2.613 1.668
H 0.191 4.324 -0.126
H -0.468 2.186 1.436
H -2.789 2.177 0.679
H -2.308 2.995 -0.981
H -2.099 6.213 0.413
H -2.951 5.329 -0.745
H -1.614 5.362 2.423
H -1.383 3.694 2.657
H -3.939 5.292 1.323
H -4.213 3.778 0.605
H -2.132 1.191 -2.225
H -3.106 0.279 -0.241
H -1.465 -0.429 1.248
H -0.469 -2.381 -0.344
H 1.101 -2.042 0.472
H -0.427 -2.612 1.442
H -0.318 0.430 3.012
H 1.145 0.804 2.010
H 1.908 -0.562 3.795
H 1.972 -1.755 2.444
H 1.054 -2.382 4.876
H 0.020 -3.038 3.531
H -0.520 -1.500 4.525
H -0.190 -0.724 -3.065
H 1.544 -0.346 -3.248
H 1.329 -2.309 -4.102
H 2.274 -3.532 -3.132
H 0.354 -4.763 -3.788
H -0.775 -3.326 -3.685
H -1.989 -5.523 -2.477
H -2.329 -3.717 -2.237
H -3.283 -5.451 -0.445
H -1.557 -5.497 0.265
H -1.563 -4.181 2.112
H -3.237 -4.950 1.950
H -3.810 -2.018 2.011
H -2.326 -2.183 3.095
H -3.820 -3.178 3.499
H 3.045 0.509 1.021
H 5.298 0.627 -0.622
H 4.162 2.017 -0.235
H 5.118 2.108 -1.789
H 3.660 -0.874 -3.362
H 5.263 -0.444 -2.519
H 3.961 -1.423 -1.637
```

E ... -66725.66200 eV
Orbital gap ... 8.97 eV
Structure (SMILES) ... C=C[C@@H]1[C@@H](CC(N)(N)N)[C@]([PH2]=O)([C@@H](C)CCC)[C@](COCCOCCOCC)(B(O)N(C)C)OS1(=O)=O



Formula: C22H48F3N8O6
Source: the OMol25 dataset
Level of theory: ωB97M-V with the def2-TZVPD basis set

```
87
C22H48F3N8O6 ωB97M-V with the def2-TZVPD basis set
F 5.853 2.000 -1.166
C 5.056 1.370 -1.977
F 5.764 0.860 -2.985
F 4.510 0.341 -1.382
C 4.004 2.260 -2.604
O 3.023 2.631 -1.657
C 2.796 4.016 -1.523
C 1.479 4.432 -2.162
N 0.355 3.917 -1.382
C -0.300 2.808 -1.663
N -0.727 1.908 -0.797
C -1.430 0.879 -1.601
C -1.729 1.557 -2.912
N -0.600 2.532 -2.961
H 4.449 3.082 -3.163
H 3.514 1.617 -3.343
H 2.722 4.224 -0.452
H 3.593 4.660 -1.901
H 1.403 5.518 -2.144
H 1.427 4.136 -3.206
H 0.084 4.434 -0.546
H -0.024 1.527 -0.177
H -0.644 0.151 -1.836
H -2.262 0.356 -1.147
H -1.610 0.914 -3.776
H -2.713 2.022 -2.915
H -0.878 3.372 -3.455
C -2.138 4.160 2.813
C -0.650 4.192 2.577
O -0.140 4.929 1.729
N 0.119 3.382 3.329
C -0.308 2.453 4.368
H -2.619 4.863 2.137
H -2.534 3.162 2.619
H -2.367 4.452 3.838
H 1.104 3.455 3.123
H 0.172 2.731 5.307
H 0.011 1.447 4.094
H -1.381 2.458 4.501
C -3.741 1.915 7.456
C -2.862 0.877 6.807
O -2.490 0.976 5.639
N -2.489 -0.182 7.557
C -2.827 -0.464 8.944
H -3.956 2.698 6.734
H -4.683 1.467 7.774
H -3.236 2.361 8.313
H -1.905 -0.839 7.063
H -1.904 -0.536 9.524
H -3.352 -1.415 8.989
H -3.458 0.308 9.367
C 4.761 -1.339 -4.417
C 3.891 -2.535 -4.711
O 2.671 -2.446 -4.783
N 4.503 -3.730 -4.898
C 5.924 -4.030 -4.854
H 4.129 -0.467 -4.294
H 5.321 -1.497 -3.497
H 5.449 -1.155 -5.244
H 3.862 -4.485 -5.089
H 6.232 -4.441 -5.816
H 6.109 -4.776 -4.080
H 6.512 -3.144 -4.642
C -6.772 -3.363 6.704
C -5.533 -3.016 7.491
O -5.496 -2.060 8.251
N -4.443 -3.813 7.329
C -4.302 -4.982 6.479
H -7.550 -2.643 6.939
H -6.568 -3.318 5.633
H -7.128 -4.359 6.971
H -3.651 -3.530 7.883
H -4.051 -5.846 7.095
H -3.492 -4.813 5.767
H -5.216 -5.189 5.933
C 2.364 -3.047 -7.744
C 1.958 -3.803 -8.984
O 2.561 -4.793 -9.367
N 0.880 -3.344 -9.679
C 0.044 -2.197 -9.384
H 3.230 -3.529 -7.304
H 2.630 -2.019 -7.995
H 1.558 -3.053 -7.012
H 0.664 -3.896 -10.495
H -0.987 -2.529 -9.248
H 0.079 -1.501 -10.224
H 0.374 -1.687 -8.485
```

E ... -55947.17846 eV
Orbital gap ... 8.21 eV
Net charge ... +1